Record 1
Here is a structure of composition C32H65As3BrCl3GeN4Si2Ti from OMol25. Energies are from ωB97M-V with the def2-TZVPD basis set.

Geometry as XYZ:
```
112
Properties=species:S:1:pos:R:3:forces:R:3
Ti -0.398540 0.770184 -0.261150 -0.2 0.1 0.9
N -2.444735 -0.000758 0.217676 -0.1 -0.1 0.1
C -3.349956 -0.361458 1.375332 0.2 0.3 -0.2
C -3.768647 0.776553 2.276011 0.0 0.1 0.1
C -2.678599 1.403224 3.142943 0.0 0.0 -0.1
C -1.857413 2.501527 2.498742 0.0 -0.3 -0.1
N -0.787647 2.031354 1.544459 -0.2 0.1 -0.1
H -3.019841 0.593611 -0.373619 -0.1 -0.1 0.0
H -2.414140 -0.862001 -0.324043 0.0 -0.1 -0.1
H -2.854312 -1.117853 1.957818 0.1 -0.2 0.0
H -4.241396 -0.809774 0.941024 -0.1 -0.1 -0.1
H -4.516718 0.343019 2.944273 0.0 0.0 -0.1
H -4.303297 1.549082 1.710981 0.0 0.0 0.1
H -2.009582 0.628872 3.523227 0.0 0.0 0.1
H -3.157084 1.848721 4.016103 0.0 0.0 0.0
H -1.349533 3.062025 3.279334 0.1 0.1 0.1
H -2.505451 3.203070 1.981109 0.0 0.1 -0.1
H -0.042367 1.664801 2.124571 0.2 0.1 0.1
H -0.399845 2.885749 1.154885 0.1 0.1 0.1
C 0.569411 4.763628 0.066157 -0.4 0.3 -0.2
Si 1.869350 3.612546 0.743170 -0.3 -0.3 0.2
C 3.476087 4.465193 0.449961 0.6 0.0 -0.2
C 1.662342 3.508375 2.594792 0.0 0.1 0.5
C 1.621201 1.843654 -0.054559 -0.1 0.0 -0.4
C 1.470848 1.935082 -1.529731 0.0 -0.4 0.0
C 2.163498 2.737017 -2.448395 0.1 0.3 0.0
C 1.989681 2.545059 -3.801147 0.0 0.0 -0.1
C 1.061467 1.597315 -4.263141 0.2 0.3 -0.3
C 0.341553 0.905691 -3.342429 0.0 -0.1 0.6
N 0.562960 1.046429 -2.004926 0.2 0.1 -0.7
Si 3.318990 0.868765 0.099948 -0.3 -0.2 -0.2
C 4.763050 1.753602 -0.632787 0.3 0.5 -0.2
C 3.816879 0.424739 1.816857 0.2 0.0 0.6
C 3.101183 -0.647824 -0.955560 0.2 -0.2 -0.4
H 0.826433 5.776794 0.404845 -0.1 -0.2 0.0
H -0.468491 4.590493 0.383547 0.1 0.1 -0.1
H 0.579802 4.786283 -1.030538 0.0 0.1 0.1
H 3.309888 5.509724 0.741934 0.0 -0.1 0.0
H 3.851835 4.469121 -0.576512 0.0 0.1 0.2
H 4.268610 4.070379 1.093054 -0.1 0.1 -0.1
H 2.501124 4.035151 3.066756 -0.1 -0.1 0.0
H 1.662353 2.497425 3.013081 0.0 0.2 0.0
H 0.755370 4.027022 2.933963 0.2 -0.1 0.0
H 2.852107 3.487620 -2.081606 -0.1 -0.1 -0.1
H 2.567127 3.129327 -4.513016 -0.1 -0.1 0.1
H 0.895707 1.429512 -5.322543 0.0 0.1 0.1
H -0.422462 0.214321 -3.647022 -0.1 -0.1 0.0
H 5.168938 2.526613 0.022707 0.0 -0.2 -0.1
H 4.590196 2.197429 -1.618590 0.1 -0.1 0.1
H 5.543071 0.991189 -0.753746 -0.1 0.1 0.0
H 3.641759 1.222322 2.551650 0.1 -0.2 -0.1
H 4.905647 0.273026 1.777236 -0.2 0.0 0.0
H 3.381051 -0.503703 2.187528 0.1 0.1 0.0
H 3.390123 -0.428714 -1.994777 -0.1 -0.1 0.2
H 2.074145 -0.999261 -0.961609 0.0 -0.1 0.0
H 3.749449 -1.462924 -0.609422 -0.1 0.1 -0.1
C 0.477756 -2.118506 -3.295436 -0.1 0.3 -0.2
As -0.228072 -1.974784 -1.489464 -0.1 0.0 0.0
C -1.853133 -2.994220 -1.820828 -0.2 0.3 0.1
C 0.956133 -3.362715 -0.795632 0.2 0.0 0.2
C 1.052312 -3.723365 0.680234 -0.2 -0.4 0.2
C 2.264453 -4.668796 0.818008 0.1 0.1 0.0
C 1.394963 -2.510356 1.555025 0.1 0.0 -0.4
As 0.071043 -1.129061 1.910115 0.5 0.2 -0.2
C -1.111857 -2.091214 3.112048 -0.4 0.1 0.0
C 0.988967 -0.204508 3.349903 -0.1 0.3 0.1
C -0.240317 -4.434862 1.144416 0.1 0.2 -0.3
As -0.386023 -6.391095 0.856296 0.2 -0.4 0.1
C -0.590172 -6.532511 -1.085551 -0.1 0.2 -0.1
C -2.276721 -6.487404 1.315308 -0.2 0.1 -0.1
H 0.795229 -3.147815 -3.423019 0.0 -0.2 0.0
H 1.325067 -1.460799 -3.465618 0.1 0.0 0.0
H -0.307430 -1.903270 -4.021264 0.1 0.0 0.0
H -1.535698 -3.967883 -2.180298 0.0 -0.1 0.0
H -2.429710 -2.509164 -2.603770 0.0 0.0 0.0
H -2.491673 -3.112947 -0.947014 0.0 -0.1 0.0
H 1.939313 -3.083905 -1.170017 0.1 0.0 -0.1
H 0.629721 -4.235606 -1.357862 0.0 -0.1 0.0
H 3.206467 -4.132968 0.639767 -0.2 -0.1 0.0
H 2.206805 -5.493273 0.103671 0.0 0.0 0.0
H 2.299253 -5.105321 1.817670 0.0 0.0 0.0
H 2.254117 -1.994272 1.124128 0.0 0.0 0.1
H 1.690214 -2.857833 2.542027 0.0 -0.1 0.2
H -0.447723 -2.658889 3.757732 0.0 -0.1 0.1
H -1.795004 -2.763204 2.604883 0.0 -0.1 0.0
H -1.675166 -1.387179 3.719073 0.0 0.0 0.1
H 1.589335 -0.928783 3.894142 0.0 0.0 0.1
H 0.250183 0.210759 4.035978 0.0 0.0 0.0
H 1.634995 0.586759 2.990843 0.0 -0.1 0.0
H -1.127302 -3.940950 0.723774 0.0 0.0 0.1
H -0.312839 -4.388364 2.229078 0.0 0.1 0.1
H 0.358009 -6.365036 -1.598269 0.0 -0.1 0.0
H -1.360734 -5.866064 -1.481647 0.1 -0.1 0.0
H -0.896957 -7.557510 -1.284983 0.0 0.0 -0.1
H -2.422103 -6.200953 2.357002 0.0 0.0 0.0
H -2.604431 -7.518904 1.196467 0.0 0.0 0.0
H -2.888394 -5.851884 0.668904 0.0 0.0 0.0
Br -4.183397 6.125474 -2.698908 -0.3 0.3 -0.2
C -3.199053 4.692715 -2.110252 0.1 0.1 0.1
C -3.602958 3.964569 -0.999848 -0.1 0.0 0.3
C -2.830177 2.906940 -0.592014 0.1 0.1 0.0
N -1.680755 2.527726 -1.195443 0.0 -0.4 0.3
C -1.318635 3.248209 -2.274564 0.0 0.0 0.1
C -2.040265 4.311373 -2.761715 0.2 0.1 -0.2
H -4.516180 4.210902 -0.468708 0.1 0.0 -0.1
H -3.147019 2.336238 0.264198 0.0 0.0 0.0
H -0.409054 2.974739 -2.776005 0.0 0.1 0.0
H -1.697548 4.836230 -3.645796 0.0 0.0 0.1
Cl -4.494846 -0.820976 -1.853932 -0.4 -0.3 0.1
Ge -3.221014 0.353787 -3.124803 -0.5 0.0 -0.2
Cl -2.937840 -0.752454 -4.903557 0.3 -0.2 -0.3
Cl -4.437307 2.034814 -3.519277 -0.1 0.2 -0.3
```
Forces are in eV/Å.

As for the net charge: +3. The lowest unoccupied orbital energy (alpha / beta) comes out at -9.668 / -10.514 eV. The largest force on an atom is 0.9 eV/Å. The calculation puts the relative energy (zero: lowest compared OMol25 entry of this formula, charge and spin) at 0.529 eV. As for the spin multiplicity: 2.

=====

Record 2
Here is an isolated molecule of C2H4N2S2 in a non-equilibrium geometry from OMol25. Energies are from ωB97M-V with the def2-TZVPD basis set.

Geometry as XYZ:
```
10
Properties=species:S:1:pos:R:3:forces:R:3
C 2.410496 -1.193541 0.063232 0.4 -1.0 0.4
N 1.223003 -0.774512 -0.066840 0.5 1.5 -0.3
S 1.116555 0.992561 -0.041097 0.1 -0.9 0.0
C -0.599862 1.394731 0.006338 -0.2 -0.8 0.5
N -1.665811 0.719463 0.058570 0.3 0.4 -0.2
S -1.882353 -0.929579 -0.005493 -0.8 -0.2 0.0
H 3.300131 -0.557244 0.337149 -0.8 -0.6 -0.5
H 2.519182 -2.311345 -0.045396 0.2 1.3 0.2
H -0.684244 2.467167 0.136276 0.0 0.3 -0.2
H -0.646458 -1.428086 -0.042111 0.2 0.0 -0.1
```
Forces are in eV/Å.

As for the net charge: 0. The lowest unoccupied orbital energy comes out at 0.512 eV. The largest force on an atom is 1.6 eV/Å. The calculation puts the relative energy (zero: lowest compared OMol25 entry of this formula, charge and spin) at 2.795 eV. As for the SMILES: C=NS/C=N\S.

=====

Record 3
Here is a cluster of 8 separate species, C20H15Cl30F7N5O in total in a non-equilibrium geometry from OMol25. Energies are from ωB97M-V with the def2-TZVPD basis set.

Geometry as XYZ:
```
78
Properties=species:S:1:pos:R:3:forces:R:3
C 2.887314 -5.262751 -0.635409 0.2 -0.3 1.1
C 2.727367 -4.190632 0.478146 0.8 -0.6 -1.0
Cl 4.076444 -4.548805 1.655880 -0.5 0.6 -0.1
C 2.984754 -2.749369 -0.089174 -0.2 -1.2 -0.5
Cl 3.026858 -2.658910 -1.914870 -0.3 0.1 0.6
N 2.140384 -1.674455 0.425639 2.5 -1.8 -0.8
C 2.722463 -0.528733 0.713427 -1.2 2.7 0.8
C 4.149146 -0.017759 0.593034 0.9 -0.8 0.4
F 4.852416 -0.567761 1.613854 -0.1 0.0 0.2
F 4.766428 -0.406922 -0.532444 -0.4 0.0 -0.3
C 4.324373 1.530122 0.700738 0.4 0.4 -0.6
F 5.629562 1.762087 0.491899 -0.1 -0.5 -0.2
F 4.059319 1.993872 1.915260 -0.4 -0.3 0.3
C 3.540041 2.368248 -0.383263 -0.2 1.0 1.1
F 3.000251 1.632141 -1.341488 -0.1 -0.5 -0.2
F 4.314696 3.285792 -0.919587 0.9 -0.8 -0.2
F 2.581498 3.046146 0.257831 -0.5 -0.3 -0.1
N 1.863065 0.350054 1.208052 0.0 -1.5 -0.6
C 0.693492 -0.343317 1.202452 -0.8 1.7 0.7
N -0.365426 0.281857 1.696020 -0.5 -0.7 0.5
C -1.716704 -0.210852 1.876424 -1.6 0.5 -1.9
C -2.539542 -0.012048 0.520663 0.3 2.9 2.4
C -3.841475 0.916570 0.699351 0.0 -1.9 -1.2
O -2.479243 1.257040 -0.024546 0.5 -3.0 -0.9
N 0.790297 -1.588731 0.690999 0.2 1.3 0.1
C -0.187561 -2.640133 0.453509 0.0 -1.4 -0.3
C -0.079156 -3.316062 -0.926314 0.4 0.7 0.1
N -0.378450 -4.526627 -1.000816 0.1 -0.6 -0.2
H 2.890793 -6.233415 -0.117931 -0.3 0.3 -0.3
H 3.891957 -5.173634 -1.071477 -0.5 0.1 -0.1
H 2.088265 -5.234708 -1.378061 0.3 0.1 0.1
H 1.810497 -4.311025 1.058735 0.1 0.2 -0.3
H 4.026134 -2.536117 0.177754 -0.5 0.4 0.1
H -0.195504 1.233380 1.999513 0.1 -0.2 -0.2
H -1.825576 -1.260087 2.170427 0.5 0.3 0.3
H -2.267674 0.431147 2.570509 0.5 -0.2 0.0
H -2.633235 -0.873985 -0.165418 -0.1 0.5 0.2
H -4.275751 1.685460 0.007862 -0.5 0.4 1.9
H -4.425495 0.078485 0.161401 0.8 1.2 -0.9
H -0.092452 -3.383000 1.262491 -0.1 0.0 -0.5
H -1.230969 -2.314689 0.483425 0.5 0.7 0.2
H 0.210145 -2.741353 -1.820910 -0.1 0.3 0.6
H -0.291054 -4.828648 -1.975390 -0.3 -0.2 0.2
C -7.069244 -1.147409 1.936135 -0.3 0.0 0.2
Cl -8.629692 -0.329455 1.924366 0.2 -0.2 -0.2
Cl -5.991384 -0.346717 3.090119 0.0 0.0 -0.1
Cl -7.284582 -2.837918 2.404199 0.1 0.1 -0.1
Cl -6.353337 -1.073534 0.310230 -0.4 -0.3 0.0
C -5.268770 2.926776 -2.844499 0.0 0.2 -0.2
Cl -5.680590 1.570260 -1.772050 -0.3 0.1 -0.4
Cl -6.528331 3.112514 -4.067727 0.0 -0.1 0.1
Cl -5.145007 4.409115 -1.891023 0.0 -0.1 0.0
Cl -3.720170 2.602036 -3.632203 -0.1 0.0 0.1
C -10.226487 3.094963 4.029595 0.0 0.1 0.1
Cl -10.082702 4.571525 4.991386 0.0 -0.1 -0.1
Cl -11.199725 1.908429 4.908975 0.1 0.0 -0.1
Cl -11.004311 3.468288 2.484963 0.1 0.0 0.1
Cl -8.615096 2.424930 3.728073 -0.1 0.2 0.1
C -3.122626 5.559267 -6.355692 0.0 0.1 0.0
Cl -4.843970 5.642444 -5.954809 0.1 0.0 0.0
Cl -2.171191 6.165818 -4.991919 0.0 -0.1 0.0
Cl -2.673202 3.878133 -6.686566 0.0 0.1 -0.1
Cl -2.800317 6.545640 -7.786061 0.0 -0.1 0.1
C 3.762149 6.599486 -2.768782 0.0 0.1 0.0
Cl 3.077542 5.514543 -1.548568 -0.3 0.7 -0.3
Cl 5.487045 6.252387 -2.957567 -0.1 0.0 0.0
Cl 2.936043 6.344925 -4.312541 0.0 0.0 0.1
Cl 3.550241 8.277743 -2.254660 0.0 -0.1 0.0
C 2.572573 -9.222976 2.011936 -0.1 -0.2 0.1
Cl 3.472160 -10.184682 3.187901 -0.1 0.1 -0.1
Cl 0.837199 -9.481956 2.236531 0.1 0.0 0.0
Cl 2.947645 -7.504580 2.244547 0.0 -0.2 0.1
Cl 3.035159 -9.704190 0.373206 0.0 0.1 0.1
C 9.102812 2.650123 1.434709 0.1 0.1 0.0
Cl 8.414723 1.153929 2.089728 0.0 0.0 0.0
Cl 7.855117 3.534394 0.542289 0.3 0.1 0.0
Cl 9.699753 3.652503 2.762259 -0.1 -0.1 -0.1
Cl 10.437881 2.255373 0.345321 -0.1 0.0 0.1
```
Forces are in eV/Å.

As for the net charge: +1. The lowest unoccupied orbital energy comes out at -3.565 eV. The largest force on an atom is 3.8 eV/Å.

=====

Q: Look up the net charge of the first one.
A: +3

=====

Q: Look up the net charge of the first one.
A: +3

=====

What did the second record say?
Here is an isolated molecule of C2H4N2S2 in a non-equilibrium geometry from OMol25. Energies are from ωB97M-V with the def2-TZVPD basis set.

Geometry as XYZ:
```
10
Properties=species:S:1:pos:R:3:forces:R:3
C 2.410496 -1.193541 0.063232 0.4 -1.0 0.4
N 1.223003 -0.774512 -0.066840 0.5 1.5 -0.3
S 1.116555 0.992561 -0.041097 0.1 -0.9 0.0
C -0.599862 1.394731 0.006338 -0.2 -0.8 0.5
N -1.665811 0.719463 0.058570 0.3 0.4 -0.2
S -1.882353 -0.929579 -0.005493 -0.8 -0.2 0.0
H 3.300131 -0.557244 0.337149 -0.8 -0.6 -0.5
H 2.519182 -2.311345 -0.045396 0.2 1.3 0.2
H -0.684244 2.467167 0.136276 0.0 0.3 -0.2
H -0.646458 -1.428086 -0.042111 0.2 0.0 -0.1
```
Forces are in eV/Å.

As for the net charge: 0. The lowest unoccupied orbital energy comes out at 0.512 eV. The largest force on an atom is 1.6 eV/Å. The calculation puts the relative energy (zero: lowest compared OMol25 entry of this formula, charge and spin) at 2.795 eV. As for the SMILES: C=NS/C=N\S.

=====

Q: Which of these has the lowest net charge?
A: C2H4N2S2